{"formula": "C86H220N16O27", "method": "wB97M-V/def2-TZVPD", "relative_energy_ev": 3.755, "spin_multiplicity": 1, "energy_ev": -171851.5483, "species": ["C", "O", "C", "C", "N", "C", "C", "O", "C", "H", "H", "H", "H", "H", "H", "H", "H", "H", "H", "H", "H", "H", "H", "H", "C", "O", "C", "C", "N", "C", "C", "O", "C", "H", "H", "H", "H", "H", "H", "H", "H", "H", "H", "H", "H", "H", "H", "H", "C", "O", "C", "C", "N", "C", "C", "O", "C", "H", "H", "H", "H", "H", "H", "H", "H", "H", "H", "H", "H", "H", "H", "H", "C", "O", "C", "C", "N", "C", "C", "O", "C", "H", "H", "H", "H", "H", "H", "H", "H", "H", "H", "H", "H", "H", "H", "H", "C", "O", "C", "C", "N", "C", "C", "O", "C", "H", "H", "H", "H", "H", "H", "H", "H", "H", "H", "H", "H", "H", "H", "H", "C", "O", "C", "C", "N", "C", "C", "O", "C", "H", "H", "H", "H", "H", "H", "H", "H", "H", "H", "H", "H", "H", "H", "H", "C", "O", "C", "C", "N", "C", "C", "O", "C", "H", "H", "H", "H", "H", "H", "H", "H", "H", "H", "H", "H", "H", "H", "H", "C", "O", "C", "C", "N", "C", "C", "O", "C", "H", "H", "H", "H", "H", "H", "H", "H", "H", "H", "H", "H", "H", "H", "H", "C", "O", "C", "C", "N", "C", "C", "O", "C", "H", "H", "H", "H", "H", "H", "H", "H", "H", "H", "H", "H", "H", "H", "H", "C", "O", "C", "C", "N", "C", "C", "O", "C", "H", "H", "H", "H", "H", "H", "H", "H", "H", "H", "H", "H", "H", "H", "H", "C", "O", "C", "C", "N", "C", "C", "O", "C", "H", "H", "H", "H", "H", "H", "H", "H", "H", "H", "H", "H", "H", "H", "H", "C", "C", "C", "O", "C", "N", "H", "H", "H", "H", "H", "H", "H", "H", "H", "H", "H", "C", "C", "C", "O", "C", "N", "H", "H", "H", "H", "H", "H", "H", "H", "H", "H", "H", "C", "C", "C", "O", "C", "N", "H", "H", "H", "H", "H", "H", "H", "H", "H", "H", "H", "C", "C", "C", "O", "C", "N", "H", "H", "H", "H", "H", "H", "H", "H", "H", "H", "H", "C", "C", "C", "O", "C", "N", "H", "H", "H", "H", "H", "H", "H", "H", "H", "H", "H"], "positions_angstrom": [[-31.40160, -14.36198, 8.26479], [-31.87483, -13.16175, 8.85773], [-31.45699, -13.09089, 10.25011], [-29.91544, -13.19069, 10.52462], [-29.51454, -12.78597, 11.87093], [-28.08908, -13.01119, 12.10216], [-27.71477, -12.61143, 13.51610], [-26.62324, -13.43341, 13.95734], [-26.42609, -13.47117, 15.45362], [-31.79926, -14.39886, 7.25059], [-31.81160, -15.22786, 8.78465], [-30.31907, -14.42070, 8.15163], [-32.01456, -13.91274, 10.69931], [-31.78338, -12.11497, 10.60947], [-29.49588, -12.45376, 9.83978], [-29.55114, -14.14224, 10.13740], [-30.10576, -13.13605, 12.61121], [-27.42920, -12.44409, 11.44561], [-27.82278, -14.06798, 12.12150], [-28.60764, -12.70864, 14.13371], [-27.45655, -11.55312, 13.55347], [-25.63115, -14.14446, 15.77432], [-27.31724, -13.87393, 15.93502], [-26.28919, -12.43137, 15.75055], [-27.20755, -15.44371, 7.83076], [-26.38027, -15.19322, 8.94323], [-25.81120, -13.88451, 8.81085], [-24.81767, -13.52140, 9.95328], [-23.46784, -14.04547, 9.59265], [-22.53271, -13.64073, 10.66667], [-22.61792, -14.51780, 11.94132], [-22.10883, -15.86625, 11.79132], [-20.75875, -15.95520, 11.26509], [-26.64185, -15.77079, 6.95835], [-27.80879, -14.59394, 7.50750], [-27.95967, -16.15820, 8.16532], [-26.66967, -13.21312, 8.79136], [-25.29551, -13.79486, 7.85475], [-25.15256, -13.97346, 10.88688], [-24.81495, -12.46700, 10.22958], [-23.32372, -15.04154, 9.67726], [-22.46637, -12.56288, 10.81480], [-21.58338, -13.84609, 10.17200], [-23.62324, -14.69251, 12.32457], [-21.98392, -14.05763, 12.69920], [-20.23816, -15.03806, 11.54063], [-20.73927, -16.07094, 10.18142], [-20.25013, -16.81199, 11.70702], [-19.36647, -11.39100, 12.43799], [-20.75562, -11.23588, 12.14480], [-21.51750, -10.77882, 13.19488], [-22.89766, -10.37759, 12.72038], [-23.57429, -9.46177, 13.62737], [-24.15256, -10.32296, 14.69067], [-25.23026, -9.57400, 15.45774], [-26.49045, -9.62418, 14.76771], [-27.66207, -9.16707, 15.51381], [-19.24654, -12.28206, 13.05420], [-18.79358, -10.64569, 12.98974], [-18.89777, -11.57282, 11.47085], [-21.06132, -9.89850, 13.64769], [-21.52853, -11.61320, 13.89616], [-23.54441, -11.14350, 12.29237], [-22.65893, -9.85490, 11.79415], [-24.36023, -9.07920, 13.12138], [-23.35295, -10.58546, 15.38336], [-24.66647, -11.17142, 14.23890], [-24.93672, -8.54438, 15.66221], [-25.31697, -10.01853, 16.44919], [-27.45805, -8.19655, 15.96611], [-27.91459, -9.77044, 16.38574], [-28.60255, -9.14727, 14.96315], [-30.98225, -5.93495, 11.59342], [-29.63738, -5.62307, 11.78848], [-29.09613, -6.17370, 12.99308], [-27.72835, -5.55212, 13.23868], [-26.83080, -5.91290, 12.10400], [-25.55966, -5.16002, 12.16468], [-24.66318, -5.55863, 10.98669], [-23.29428, -5.03261, 11.20292], [-22.43209, -5.38584, 10.10866], [-31.07226, -6.98253, 11.30601], [-31.33120, -5.31554, 10.76718], [-31.52630, -5.61829, 12.48326], [-29.13006, -7.26141, 12.93101], [-29.70860, -5.86298, 13.83951], [-27.30532, -6.01494, 14.13029], [-27.87948, -4.50795, 13.51247], [-27.42967, -5.54146, 11.38047], [-25.04163, -5.40190, 13.09271], [-25.74737, -4.08759, 12.21732], [-25.06314, -5.06963, 10.09843], [-24.75174, -6.62843, 10.79751], [-21.45233, -4.99353, 10.38120], [-22.58824, -4.93501, 9.12862], [-22.35860, -6.47079, 10.03402], [-23.20241, -7.22983, 5.94184], [-23.59590, -6.13547, 5.09913], [-24.21660, -5.14022, 5.83005], [-24.82894, -4.05172, 4.88746], [-26.10563, -4.50833, 4.42219], [-26.77350, -3.62000, 3.48715], [-26.10300, -3.70349, 2.11192], [-25.99969, -5.03694, 1.52647], [-27.04635, -5.36508, 0.67505], [-22.63743, -6.95157, 6.83148], [-22.53142, -7.86288, 5.36122], [-24.06123, -7.79509, 6.30381], [-23.48202, -4.65753, 6.47464], [-24.99952, -5.64466, 6.39634], [-24.15906, -3.92565, 4.03689], [-24.98532, -3.13358, 5.45371], [-26.00758, -5.42017, 3.99906], [-26.76987, -2.58081, 3.81605], [-27.82970, -3.87248, 3.39324], [-25.09908, -3.32279, 2.29983], [-26.53595, -2.96608, 1.43600], [-27.01709, -4.95002, -0.33241], [-27.89730, -5.01540, 1.25962], [-27.18594, -6.44253, 0.58723], [-19.77412, -6.76131, 7.84402], [-20.72759, -7.68973, 8.37822], [-20.18876, -9.00715, 8.44362], [-21.26580, -10.00278, 8.70991], [-21.23167, -10.98431, 7.62841], [-22.30690, -11.99994, 7.63963], [-22.89756, -12.12453, 6.19002], [-23.16649, -10.86669, 5.56053], [-23.80778, -11.14658, 4.31647], [-20.23809, -5.79814, 8.05651], [-19.56397, -6.97769, 6.79660], [-18.78372, -6.81647, 8.29588], [-19.44365, -9.10092, 9.23364], [-19.60442, -9.32757, 7.58108], [-22.22281, -9.49440, 8.59253], [-21.25864, -10.45126, 9.70334], [-21.52900, -10.44651, 6.82687], [-23.11663, -11.80852, 8.34376], [-21.97431, -12.97675, 7.99080], [-23.84128, -12.66495, 6.26377], [-22.24195, -12.78195, 5.61899], [-23.16917, -11.68887, 3.61919], [-23.89166, -10.21543, 3.75610], [-24.82983, -11.50824, 4.42924], [-24.37941, -12.86889, -1.15847], [-24.17057, -14.08503, -0.45330], [-22.96582, -14.74019, -0.65302], [-22.88260, -16.07580, 0.17847], [-22.69943, -15.74520, 1.57452], [-22.66957, -16.92575, 2.41395], [-22.61477, -16.62444, 3.95260], [-23.63925, -15.69725, 4.25665], [-23.78890, -15.59932, 5.70335], [-23.76969, -12.06443, -0.74711], [-25.38090, -12.51509, -0.91362], [-24.15626, -12.90544, -2.22475], [-22.18195, -14.01848, -0.42326], [-22.94641, -14.97785, -1.71662], [-22.01679, -16.62179, -0.19619], [-23.77985, -16.67250, 0.01413], [-23.44967, -15.15243, 1.89988], [-21.80075, -17.52688, 2.14583], [-23.48514, -17.57474, 2.09492], [-21.62334, -16.25248, 4.21109], [-22.68154, -17.56612, 4.49746], [-24.21016, -16.50857, 6.13220], [-24.54478, -14.84126, 5.90849], [-22.85615, -15.40859, 6.23410], [-26.40036, -8.05726, 4.43154], [-27.64106, -8.61195, 4.00343], [-28.65104, -7.70971, 3.48067], [-29.28002, -6.83861, 4.59231], [-30.13407, -7.58979, 5.52219], [-29.43988, -8.33253, 6.62480], [-30.29111, -8.51566, 7.89862], [-31.50189, -9.19364, 7.76103], [-32.05347, -9.62498, 8.93485], [-25.70133, -8.83527, 4.73836], [-26.59659, -7.28576, 5.17612], [-25.92989, -7.55108, 3.58861], [-29.40867, -8.37527, 3.06696], [-28.24510, -7.04880, 2.71483], [-29.77666, -6.00205, 4.10078], [-28.47631, -6.35764, 5.14984], [-30.80499, -6.99940, 5.99272], [-28.40744, -8.00795, 6.75450], [-29.26376, -9.32388, 6.20731], [-30.41323, -7.53935, 8.36766], [-29.64530, -9.08351, 8.56838], [-32.20265, -8.75859, 9.57922], [-31.45488, -10.38029, 9.44406], [-33.02603, -10.08510, 8.76017], [-31.56508, -8.60694, 17.85163], [-31.15091, -9.16431, 16.62179], [-31.54508, -8.39485, 15.51082], [-31.60776, -9.19502, 14.25337], [-32.76166, -10.14518, 14.18212], [-32.80362, -10.63380, 12.82656], [-33.96132, -11.62781, 12.58216], [-33.75843, -12.87145, 13.28849], [-34.79536, -13.76827, 13.23111], [-31.32001, -9.31609, 18.64231], [-32.63256, -8.39091, 17.89536], [-31.04784, -7.66890, 18.05316], [-30.78086, -7.62772, 15.38612], [-32.45786, -7.81735, 15.65728], [-30.67073, -9.74185, 14.14826], [-31.64110, -8.43454, 13.47321], [-32.36631, -10.82826, 14.81236], [-31.87469, -11.11272, 12.51701], [-32.90626, -9.79211, 12.14163], [-34.08761, -11.85806, 11.52427], [-34.90844, -11.19384, 12.90270], [-35.73461, -13.37889, 13.62390], [-34.45368, -14.66821, 13.74244], [-35.03795, -14.06729, 12.21138], [-26.85421, -10.52703, 1.70825], [-25.68266, -10.47556, 0.88183], [-25.09470, -9.18095, 0.93278], [-23.70856, -9.15262, 0.25993], [-23.85180, -8.99336, -1.22535], [-22.62881, -9.28954, -1.95030], [-22.89101, -9.30836, -3.41033], [-23.14756, -10.62039, -3.93062], [-23.27932, -10.50896, -5.34552], [-27.49017, -9.64783, 1.60498], [-26.71399, -10.81911, 2.74898], [-27.39822, -11.37112, 1.28439], [-24.82043, -8.90220, 1.95022], [-25.67472, -8.37425, 0.48452], [-23.09694, -9.96013, 0.66234], [-23.19025, -8.28941, 0.67744], [-24.67087, -9.48157, -1.55830], [-22.19219, -10.25961, -1.71275], [-21.93920, -8.48307, -1.70102], [-21.96112, -8.91556, -3.82155], [-23.68010, -8.62360, -3.72106], [-23.84532, -11.41235, -5.57278], [-22.33669, -10.46418, -5.89098], [-23.99284, -9.73521, -5.62890], [-25.50328, -5.19472, 15.90413], [-26.60569, -5.22127, 16.78284], [-26.76963, -4.00993, 17.55640], [-27.91002, -4.12585, 18.63865], [-27.83706, -5.38561, 19.36819], [-28.95715, -5.71522, 20.30905], [-29.27825, -4.67148, 21.41794], [-30.23470, -3.78160, 20.94369], [-30.76144, -2.92901, 22.01879], [-24.54765, -4.98902, 16.38637], [-25.76202, -4.36784, 15.24275], [-25.51041, -6.13524, 15.35323], [-27.12888, -3.26861, 16.84262], [-25.84217, -3.59999, 17.95625], [-28.89331, -4.10972, 18.16856], [-28.01300, -3.22063, 19.23705], [-27.63691, -6.08933, 18.67192], [-28.68446, -6.65471, 20.78980], [-29.82072, -6.09002, 19.75962], [-28.40987, -4.08534, 21.71869], [-29.63123, -5.17859, 22.31591], [-29.96111, -2.51592, 22.63275], [-31.49350, -3.54308, 22.54329], [-31.26996, -2.10301, 21.52158], [-28.06135, -9.64064, 11.08759], [-26.48918, -9.71091, 11.19552], [-25.84370, -9.26127, 9.89159], [-26.19386, -10.11165, 8.78590], [-25.60476, -9.76788, 7.51861], [-25.89565, -8.84723, 12.21124], [-28.32579, -8.60945, 10.85347], [-28.67576, -9.98116, 11.92105], [-28.42420, -10.25600, 10.26432], [-26.14302, -10.72692, 11.38522], [-24.76500, -9.39481, 9.97313], [-26.09041, -8.22884, 9.64391], [-24.51757, -9.70004, 7.47982], [-25.88646, -8.78403, 7.14339], [-25.91372, -10.43394, 6.71300], [-26.04618, -7.85799, 12.07401], [-26.26858, -9.08628, 13.11893], [-31.51952, -15.67062, 13.13074], [-31.07732, -14.98478, 14.39246], [-29.69490, -15.44311, 14.87790], [-29.62945, -16.84440, 15.18603], [-28.31783, -17.27882, 15.52888], [-31.14695, -13.59392, 14.25957], [-30.72965, -15.56798, 12.38665], [-32.38125, -15.13418, 12.73355], [-31.91810, -16.66747, 13.31924], [-31.73004, -15.28309, 15.21286], [-29.54005, -14.92483, 15.82421], [-28.89437, -15.15752, 14.19548], [-28.39596, -18.34038, 15.76359], [-28.06101, -16.77756, 16.46209], [-27.51929, -16.94484, 14.86640], [-32.06268, -13.37561, 13.89368], [-31.07228, -13.04371, 15.10324], [-25.51999, -2.36195, 8.52234], [-26.99922, -2.29403, 8.29134], [-27.88104, -3.26810, 9.22476], [-27.42623, -4.62277, 9.25094], [-27.69138, -5.37137, 8.03919], [-27.44305, -0.95542, 8.57702], [-24.92538, -1.72104, 7.87135], [-25.25880, -3.39251, 8.28187], [-25.35896, -2.09427, 9.56662], [-27.27113, -2.61228, 7.28492], [-28.92813, -3.22481, 8.92502], [-27.88452, -2.89118, 10.24751], [-28.73713, -5.67245, 7.97700], [-27.24338, -6.36348, 8.09486], [-27.37449, -4.91304, 7.10239], [-27.07857, -0.61857, 9.45667], [-27.02332, -0.36428, 7.87384], [-26.19004, -14.16066, 2.57639], [-27.47768, -14.16971, 3.45945], [-27.51268, -13.12665, 4.59716], [-28.75601, -13.08056, 5.31302], [-29.01143, -11.86037, 6.02227], [-28.59543, -13.88698, 2.68752], [-26.17224, -14.89238, 1.76870], [-25.30408, -14.42505, 3.15370], [-26.11069, -13.19997, 2.06759], [-27.58496, -15.08720, 4.03806], [-27.23408, -12.18320, 4.12773], [-26.71762, -13.36336, 5.30424], [-28.77379, -11.11835, 5.26003], [-28.33830, -11.72853, 6.86939], [-30.01868, -11.88235, 6.43830], [-29.03302, -14.75388, 2.40988], [-29.19203, -13.46883, 3.38704], [-21.09989, -6.23903, 15.38739], [-21.58359, -6.11773, 14.01391], [-20.76004, -6.83628, 12.97768], [-19.42879, -6.37739, 12.77791], [-18.79125, -6.90248, 11.63221], [-22.93641, -6.65897, 13.96107], [-20.09764, -5.81056, 15.39161], [-21.05981, -7.24875, 15.79600], [-21.77747, -5.65301, 16.00833], [-21.70637, -5.05905, 13.78544], [-21.30462, -6.67055, 12.04813], [-20.70517, -7.91792, 13.10074], [-18.57862, -7.96132, 11.48470], [-17.76542, -6.53405, 11.63241], [-19.21203, -6.57346, 10.68206], [-23.34216, -6.45795, 13.05827], [-22.88318, -7.66162, 14.07043]], "mulliken_charge": [-0.607, -0.460, 0.398, -0.256, 2.102, 0.030, -0.117, -0.337, -0.501, 0.320, 0.335, 0.080, 0.469, -1.185, -0.153, 0.338, -0.813, -0.654, 0.804, 0.349, -0.541, 0.277, 0.180, 0.052, -0.213, -0.596, 0.976, -0.152, 0.308, -0.231, -0.704, -0.489, -0.540, 0.052, -0.183, 0.490, -0.161, -0.590, 0.884, -0.484, 0.411, -0.684, 0.905, 0.160, 0.485, 0.198, 0.197, 0.288, -1.102, 0.256, -1.597, -0.426, 0.398, -0.636, -1.421, 0.200, -1.193, 0.308, 0.357, 0.316, 0.267, 0.581, 0.253, 0.089, 0.524, 0.698, 0.268, 0.042, 0.633, 0.305, 0.327, 0.112, -0.759, -0.204, -0.693, 0.053, 1.573, -0.877, 0.232, -0.473, -0.894, 0.170, 0.265, 0.330, -0.151, 0.615, -0.246, 0.328, -0.708, -0.234, 0.658, 0.119, 0.062, 0.531, 0.162, 0.288, -0.132, -0.561, -0.219, -1.296, 0.827, -0.882, -0.736, -0.289, -0.656, 0.173, 0.285, -0.112, 0.552, 0.162, 0.407, 0.466, -0.489, 0.389, 0.338, 0.390, 0.488, 0.262, 0.366, 0.088, -1.143, 0.348, -1.268, 1.230, -0.592, 0.555, -0.641, -0.145, -0.873, 0.303, 0.226, 0.405, 0.290, 0.542, -0.299, -0.489, 0.446, -0.799, 0.238, -0.045, 0.748, 0.509, -0.075, 0.451, -0.619, -0.260, -0.724, -0.660, -0.251, -0.837, -0.674, -0.058, -0.777, 0.166, 0.246, 0.384, 0.352, 0.436, 0.406, 0.399, 0.113, 0.410, 0.409, 0.370, 0.385, 0.573, -0.352, 0.442, 1.173, 0.393, -0.473, -0.252, -0.319, 1.405, 0.367, -0.482, -0.354, -1.153, -0.328, 0.452, 0.366, -0.151, 0.600, -0.239, 0.304, -0.871, -0.728, 0.497, -0.419, 0.371, -0.122, 0.380, -1.038, -0.239, -0.909, 0.143, -0.407, 0.625, -1.273, -0.382, -1.050, 0.285, 0.379, 0.368, 0.193, 0.642, 0.138, 0.050, 0.264, -0.601, 0.488, 0.434, 0.564, 0.292, 0.362, 0.364, -0.711, -0.268, 0.373, -1.223, -0.329, -0.360, -0.776, -0.224, -0.798, 0.318, 0.038, 0.439, -0.353, 0.216, 0.314, 0.640, 0.266, 0.251, 0.329, 0.397, 0.403, 0.252, 0.285, 0.354, -0.313, -0.088, -0.730, -0.610, -0.375, -0.339, -0.737, -0.317, -0.746, 0.439, 0.407, -0.504, 0.354, 0.391, 0.327, 0.399, 0.216, 0.494, 0.035, 0.376, 0.504, 0.316, 0.289, 0.238, -0.562, 1.029, -0.568, 0.217, 0.062, 1.906, 0.361, -0.206, -0.310, -0.222, -0.160, -0.089, -0.023, -0.072, -0.136, -1.063, -0.054, -1.451, 0.602, -0.173, -0.419, -0.704, -0.261, 0.259, 0.207, 0.376, 0.569, 0.362, -0.112, 0.289, 0.314, 0.231, -0.300, 0.330, -0.876, 0.795, -1.220, 0.456, -0.479, -0.785, 0.435, -0.292, 0.427, 0.011, 0.391, 0.317, 0.280, -0.450, 0.218, 0.291, 0.284, -0.217, 0.094, 1.618, -0.787, -0.513, -0.680, 0.568, -0.534, -0.116, 0.505, -0.846, -0.315, 0.246, 0.230, 0.268, 0.291, 0.272, -1.740, 0.498, 1.261, -0.519, -0.469, 0.184, 0.430, 0.243, 0.351, 0.521, -0.427, -0.542, 0.155, 0.419, 0.062, -0.472, 0.190]}